# 1
A structure of composition C18H84Br2ClIN3O26, computed with wB97M-V/def2-TZVPD.

Structure (ORCA input):
```
! RIJCOSX wB97M-V def2-TZVPD def2/J DEFGRID3
* xyz 1 1
C -1.2036 -3.0119 3.8030
C -1.0272 -3.4854 2.5105
C -0.3461 -2.7213 1.3063
C 0.9094 -3.6127 0.9190
N 1.8132 -2.9194 -0.0272
C 1.9860 -3.6586 -1.3056
N -1.3905 -2.9131 0.2025
C -2.0193 -1.6200 -0.3133
C -3.5205 -2.0855 -0.5699
C -4.4689 -0.9022 -1.0728
C -5.6532 -0.6084 -0.0370
I -5.8169 1.5473 0.2761
C -1.2596 -1.4388 -1.7072
C -1.4686 -0.0334 -2.4341
C -0.0398 0.4985 -2.9182
C 0.7094 1.3921 -1.8545
O 1.7474 2.1344 -2.5545
C -1.6999 -0.6471 0.9104
N -1.5815 0.8054 0.6727
Cl -3.0325 -0.7143 2.2199
C -0.2354 -1.1359 1.3191
C 0.5398 -0.3876 2.4933
Br 1.8210 -1.5106 3.4966
C 1.3761 0.8716 1.8952
C 1.7501 1.9242 3.0570
Br 3.1298 0.1769 1.1812
H -1.3007 -1.9126 4.0038
H -1.2064 -3.6848 4.7141
H -1.3698 -4.5482 2.2992
H 1.5045 -3.8279 1.8634
H 0.5792 -4.6170 0.5118
H 2.7399 -2.8797 0.4101
H 1.9451 -4.7930 -1.1774
H 3.0275 -3.4561 -1.7095
H 1.2705 -3.3614 -2.1252
H -0.9869 -3.4842 -0.5671
H -2.1240 -3.5259 0.5800
H -4.0133 -2.5080 0.3684
H -3.5199 -2.9502 -1.3111
H -4.9348 -1.1932 -2.0677
H -3.9251 0.0700 -1.2335
H -6.6130 -1.0730 -0.4078
H -5.4747 -1.0510 0.9919
H -1.7021 -2.2249 -2.4044
H -0.1723 -1.7332 -1.5776
H -2.0638 -0.2168 -3.3882
H -2.0514 0.7242 -1.8436
H 0.6158 -0.4100 -3.1195
H -0.1747 1.0448 -3.8959
H 0.0332 2.1102 -1.3059
H 1.2673 0.7534 -1.0888
H 2.4905 2.3165 -1.9299
H -1.5807 1.2268 1.6132
H -2.3963 1.1960 0.1875
H 0.3810 -0.8494 0.4019
H -0.2297 0.0752 3.1797
H 0.8673 1.3493 1.0143
H 1.6242 1.4075 4.0593
H 1.1147 2.8587 2.9798
H 2.8223 2.2135 2.8739
O -5.6467 5.4470 0.0215
H -5.6616 4.5296 0.3091
H -6.1386 5.4375 -0.8130
O -1.3204 -4.9812 -1.7294
H -1.2808 -5.9071 -1.4478
H -1.8161 -5.0068 -2.5561
O 3.7302 -3.3206 -3.8294
H 3.2700 -3.6320 -4.6190
H 3.4813 -2.3935 -3.7668
O 4.7407 -3.2558 1.1285
H 4.9499 -3.7432 1.9342
H 4.5361 -2.3663 1.4388
O 4.3414 -4.0307 -6.6213
H 4.7229 -3.3936 -7.2318
H 5.1039 -4.5287 -6.2988
O 3.8543 3.8856 -1.1605
H 3.1188 4.4483 -1.4294
H 4.2453 4.3560 -0.4104
O -2.4539 3.0020 -2.1706
H -2.3019 3.9043 -1.8540
H -1.9766 2.9655 -3.0075
O 4.1534 4.2901 1.5937
H 4.5816 3.4249 1.5998
H 3.4563 4.2111 2.2540
O 0.5849 -7.1803 -0.9074
H 1.1552 -7.7043 -1.4877
H 1.1497 -6.9656 -0.1566
O 1.5681 -2.2535 -5.4724
H 1.1092 -2.5665 -6.2603
H 1.3184 -1.3241 -5.4093
O 0.7263 -9.2088 -3.1829
H 0.6215 -9.9361 -3.8061
H -0.0793 -9.2336 -2.6529
O -5.5786 5.0320 -2.7592
H -5.1435 5.6298 -3.3766
H -4.8597 4.4844 -2.4178
O 3.1349 -3.0930 6.5233
H 2.6205 -3.1998 7.3312
H 2.6162 -2.4764 5.9949
O -1.7910 5.5795 -0.1669
H -2.3951 5.4579 0.5770
H -1.5063 6.4984 -0.0885
O -0.4728 -6.8890 3.4690
H -0.2726 -7.3747 4.2831
H -0.6644 -5.9953 3.7716
O -1.3183 8.4062 -1.4080
H -0.4381 8.4674 -1.7995
H -1.8801 8.1325 -2.1424
O -9.3058 0.3718 -0.1064
H -8.9057 0.1956 0.7520
H -8.5980 0.7893 -0.6126
O 1.0791 7.3521 0.2754
H 0.4200 7.7370 -0.3146
H 1.1300 7.9755 1.0110
O 2.8098 6.6950 3.1097
H 3.6929 6.7546 2.7182
H 2.2469 6.4291 2.3734
O 7.1052 -4.2584 -6.3509
H 7.5285 -4.4119 -5.4984
H 7.7733 -3.7885 -6.8621
O -1.6522 6.2264 2.8358
H -1.2526 6.0491 3.6946
H -0.9437 6.6417 2.3296
O -5.6936 0.7211 3.7866
H -6.3634 0.0300 3.7318
H -4.8724 0.2681 3.5694
O 4.8846 8.2302 1.4319
H 5.0419 9.1271 1.7572
H 5.3595 8.1980 0.5949
O 1.0483 -8.6276 5.3450
H 1.6247 -9.1458 4.7720
H 1.6084 -8.3980 6.0949
O 4.6245 11.2152 2.3703
H 4.1093 11.1330 3.1813
H 4.1438 11.8708 1.8530
*
```

The value obtained for the electronic energy is -238434.0876 eV. Its energy above the lowest of the compared OMol25 structures with the same formula, charge and spin is 3.248 eV. As for the HOMO energy: -11.39 eV. For the molar mass, the calculation gives 1081.03 g/mol.

Here are the Löwdin charges for atoms 1 to 5, given in e: C 0.00; C -0.12; C -0.30; C -0.16; N -0.10

---

# 2
A structure of composition C18H9GaI2N4O4, computed with wB97M-V/def2-TZVPD.

Structure (ORCA input):
```
! RIJCOSX wB97M-V def2-TZVPD def2/J DEFGRID3
* xyz 0 1
Ga -0.3374 -0.8841 0.6414
I -4.9789 -2.5638 1.7091
C -4.2218 -0.6465 1.5682
C -5.0775 0.4665 1.7732
C -4.5948 1.7381 1.6819
I -5.9030 3.3269 1.9903
C -3.2269 1.9685 1.3835
C -2.6059 3.2378 1.2549
C -1.2846 3.3386 0.9567
C -0.5225 2.1716 0.7748
N -1.0627 0.9830 0.8958
C -2.4067 0.8562 1.1914
C -2.8982 -0.4816 1.2752
O -2.0391 -1.4743 1.0765
H -6.1199 0.3003 2.0029
H -3.2012 4.1310 1.3951
H -0.8106 4.3035 0.8499
H 0.5210 2.2136 0.5162
O 2.5952 0.9519 -3.6651
C 2.9504 -0.3251 -3.3564
C 4.0393 -0.9245 -3.9792
C 4.3953 -2.2255 -3.6777
C 3.6639 -2.9585 -2.7492
C 2.5764 -2.3592 -2.1379
C 2.2039 -1.0416 -2.4191
C 1.0430 -0.4338 -1.6926
O 0.7951 0.7503 -1.6740
O 0.3033 -1.3431 -1.0410
H 3.1960 1.2793 -4.3464
H 4.6081 -0.3571 -4.7083
H 5.2490 -2.6709 -4.1734
H 3.9367 -3.9771 -2.5108
H 1.9871 -2.9073 -1.4182
N 1.8261 0.2034 6.0680
C 1.6892 -0.5655 5.2188
N 1.5256 -1.5088 4.2861
C 1.2099 -1.3252 3.0980
N 0.9770 -1.2470 1.9414
*
```

The value obtained for the electronic energy is -101542.1535 eV. Its energy above the lowest of the compared OMol25 structures with the same formula, charge and spin is 0.156 eV. As for the HOMO energy: -8.73 eV. For the molar mass, the calculation gives 668.82 g/mol.

Here are the Löwdin charges for atoms 1 to 5, given in e: Ga 0.55; I 0.97; C -0.65; C -0.21; C -0.67

---

# 3
A structure of composition C19H11AsBr2MoN2O6S6, computed with wB97M-V/def2-TZVPD.

Structure (ORCA input):
```
! RIJCOSX wB97M-V def2-TZVPD def2/J DEFGRID3
* xyz 0 1
Mo 0.7083 0.2225 -0.9071
O -1.8008 -0.4820 1.6832
As -0.9631 -1.3466 0.3446
O -0.4343 -2.7593 1.0016
O 2.1198 -2.0534 -1.4775
C -2.4918 -1.4854 -0.8978
C -3.7843 -1.2961 -0.4302
C -4.8543 -1.2141 -1.3137
C -4.6451 -1.2910 -2.6805
C -3.3608 -1.4650 -3.1739
C -2.3042 -1.5636 -2.2813
S -0.7055 -1.8626 -2.9679
O -0.1457 -3.0089 -2.2802
O -0.7988 -1.9079 -4.3884
O 0.1283 -0.6107 -2.5652
H -1.9197 -1.1404 2.3819
H -3.9513 -1.1906 0.6331
H -5.8556 -1.0756 -0.9263
H -5.4771 -1.2125 -3.3673
H -3.1679 -1.5326 -4.2351
Br 1.2504 2.7767 5.5875
C 1.0368 2.0779 3.8583
C 0.1269 2.6317 2.9809
C 0.0257 2.0921 1.7133
N 0.7592 1.0587 1.2818
C 1.6100 0.5071 2.1713
C 1.7863 0.9918 3.4524
C 2.2880 -0.7041 1.6874
C 2.9518 -1.6332 2.4605
C 3.3622 -2.8095 1.8456
Br 4.2537 -4.1155 2.8602
C 3.1079 -3.0445 0.5086
C 2.4456 -2.0456 -0.1808
N 2.0785 -0.9064 0.3901
H -0.4955 3.4682 3.2611
H -0.6805 2.5022 1.0103
H 2.4962 0.5297 4.1218
H 3.1087 -1.4855 3.5177
H 3.3948 -3.9610 0.0165
H 1.4417 -2.7329 -1.7286
S 1.1128 7.4032 -2.0034
C 1.0225 5.7869 -1.8200
S -0.4825 4.9195 -1.6825
C 0.1992 3.3256 -1.5298
C 1.5436 3.2472 -1.5475
S 2.3728 1.7209 -1.3753
S 2.4116 4.7460 -1.7347
S -0.8243 1.9290 -1.2743
*
```

The value obtained for the electronic energy is -302939.2137 eV. Its energy above the lowest of the compared OMol25 structures with the same formula, charge and spin is 0.049 eV. As for the HOMO energy (spin up / spin down): -7.84 / -7.84 eV. For the molar mass, the calculation gives 886.38 g/mol.

Here are the Löwdin charges for atoms 1 to 5, given in e: Mo 0.98; O -0.33; As 0.97; O -0.53; O 0.03

---

# 4
A structure of composition C19H11BrF5NO3Y, computed with wB97M-V/def2-TZVPD.

Structure (ORCA input):
```
! RIJCOSX wB97M-V def2-TZVPD def2/J DEFGRID3
* xyz 1 1
Y -0.2460 -0.6685 0.1889
O 1.4624 0.6462 -0.9771
C 2.7215 0.0064 -1.2133
C 2.5910 -1.5031 -1.2091
C 3.6226 -2.2787 -1.7286
C 3.4824 -3.6551 -1.7787
C 2.3051 -4.2182 -1.3030
C 1.3339 -3.3897 -0.7724
N 1.4670 -2.0497 -0.7169
H 1.5895 1.6097 -1.0966
H 3.4386 0.3122 -0.4371
H 3.1204 0.3177 -2.1864
H 4.5195 -1.8054 -2.0940
H 4.2678 -4.2682 -2.1930
H 2.1491 -5.2835 -1.3493
H 0.4069 -3.8084 -0.3888
F -2.3003 -2.8067 -0.9876
C -2.8275 -1.6161 -1.3882
C -2.0746 -0.5119 -1.0148
C -2.5630 0.7243 -1.4150
F -1.7800 1.7768 -1.0311
C -3.7317 0.8904 -2.1460
F -4.1556 2.0895 -2.5209
C -4.4592 -0.2549 -2.4878
F -5.5835 -0.1346 -3.1765
C -4.0061 -1.5261 -2.1183
F -4.6896 -2.6064 -2.4697
Br 0.8703 3.9448 -0.1598
C 0.3658 3.4136 1.6022
C 0.3594 4.2952 2.6690
C 0.0494 3.8076 3.9310
C -0.2209 2.4633 4.1351
C -0.2262 1.5862 3.0522
C 0.0499 2.0815 1.7847
C -0.4669 0.0967 3.2308
O -0.7037 -0.3809 4.3085
O -0.3545 -0.6174 2.1309
H 0.5946 5.3377 2.5246
H 0.0365 4.4896 4.7669
H -0.4257 2.0836 5.1243
H 0.0113 1.4105 0.9110
*
```

The value obtained for the electronic energy is -112182.1876 eV. As for the HOMO energy: -12.11 eV. For the molar mass, the calculation gives 565.10 g/mol.

Here are the Löwdin charges for atoms 1 to 5, given in e: Y 1.65; O -0.16; C -0.13; C -0.23; C 0.01

---

> Number 4 is which compound?

C19H11BrF5NO3Y